Entry 1:
C27H33NO4 | ωB97M-V/def2-TZVPD

Energy above the lowest of the compared OMol25 structures with the same formula, charge and spin in kcal/mol: 3.7
Total charge: 0
LUMO energy in eV: 0.365
SMILES: CCc1ccc(C(=O)COC(=O)[C@H](Cc2ccccc2)NC(=O)[C@H]2CC[C@@H](C)CC2)cc1
HOMO in Eh: -0.3388
HOMO-LUMO gap in eV: 9.6

Positions of all 65 atoms, in Å:
C 2.30 -2.14 4.11
C 2.03 -0.88 4.95
C 1.29 0.14 4.13
C -0.09 0.07 4.00
C -0.78 0.97 3.21
C -0.08 1.98 2.54
C -0.76 2.96 1.67
O -0.41 4.11 1.56
C -1.98 2.45 0.90
O -1.87 1.08 0.52
C -0.77 0.77 -0.16
O 0.09 1.56 -0.45
C -0.69 -0.71 -0.54
C 0.08 -1.49 0.54
C -0.78 -2.31 1.47
C -0.29 -3.53 1.94
C -1.03 -4.29 2.83
C -2.27 -3.84 3.26
C -2.76 -2.64 2.79
C -2.02 -1.88 1.90
N -0.01 -0.80 -1.81
C -0.71 -0.80 -2.97
O -1.91 -0.98 -2.98
C 0.09 -0.66 -4.26
C 1.50 -0.10 -4.14
C 1.51 1.37 -3.71
C 0.70 2.23 -4.68
C 0.68 3.68 -4.22
C -0.72 1.67 -4.77
C -0.72 0.21 -5.24
C 1.30 2.06 2.68
C 1.98 1.14 3.46
H 1.36 -2.57 3.77
H 2.83 -2.88 4.71
H 2.90 -1.89 3.24
H 2.97 -0.47 5.30
H 1.43 -1.16 5.82
H -0.64 -0.70 4.53
H -1.85 0.91 3.15
H -2.87 2.51 1.53
H -2.12 3.07 0.02
H -1.70 -1.11 -0.69
H 0.78 -2.16 0.03
H 0.67 -0.79 1.14
H 0.67 -3.88 1.60
H -0.64 -5.23 3.19
H -2.85 -4.43 3.96
H -3.73 -2.29 3.12
H -2.42 -0.95 1.54
H 0.94 -0.44 -1.81
H 0.14 -1.67 -4.67
H 2.11 -0.71 -3.46
H 1.97 -0.17 -5.13
H 1.10 1.49 -2.71
H 2.54 1.73 -3.68
H 1.16 2.17 -5.67
H 0.09 4.29 -4.90
H 1.69 4.08 -4.19
H 0.25 3.76 -3.23
H -1.20 1.73 -3.79
H -1.31 2.27 -5.47
H -1.74 -0.16 -5.28
H -0.28 0.14 -6.23
H 1.83 2.84 2.16
H 3.05 1.21 3.56

Entry 2:
C27H34AsN2O4Se2V | ωB97M-V/def2-TZVPD

Energy above the lowest of the compared OMol25 structures with the same formula, charge and spin in kcal/mol: 24.9
Spin multiplicity: 2
Expectation value of S²: 0.7626
Total charge: +1
LUMO energy (spin up / spin down) in eV: -2.536 / -2.541
HOMO (spin up / spin down) in Eh: -0.3702 / -0.3505
HOMO-LUMO gap (spin up / spin down) in eV: 7.5 / 7.0

Positions of all 71 atoms, in Å:
V -0.62 0.16 0.37
N -0.27 2.36 0.75
C -0.56 3.22 -0.44
C -1.92 2.92 -1.03
C -2.14 1.44 -1.27
O -3.24 0.95 -1.28
O -1.00 0.74 -1.44
H -0.87 2.66 1.52
H 0.69 2.53 1.05
H 0.22 3.00 -1.17
H -0.48 4.28 -0.17
H -2.03 3.43 -1.99
H -2.73 3.27 -0.38
C -3.83 -1.48 1.14
Se -2.36 -1.78 -0.09
C -1.65 -3.37 0.75
C -0.41 -3.77 -0.02
Se 0.99 -2.42 0.07
C 1.52 -2.75 1.91
H -3.46 -1.34 2.15
H -4.51 -2.32 1.10
H -4.34 -0.58 0.79
H -2.41 -4.15 0.72
H -1.42 -3.15 1.80
H -0.62 -3.89 -1.08
H 0.01 -4.71 0.35
H 1.98 -3.73 1.99
H 0.66 -2.68 2.57
H 2.24 -1.98 2.17
C 7.53 -0.58 0.03
C 6.91 -0.56 1.28
C 5.56 -0.25 1.36
C 4.82 0.05 0.22
C 5.45 0.01 -1.02
C 6.80 -0.30 -1.11
As 2.95 0.53 0.50
C 3.23 2.43 0.80
C 3.60 3.04 1.99
C 3.76 4.42 2.02
C 3.55 5.18 0.88
C 3.18 4.57 -0.31
C 3.02 3.19 -0.36
C 2.64 2.40 -1.55
C 2.41 2.91 -2.82
C 2.07 2.06 -3.86
C 1.95 0.69 -3.64
C 2.17 0.17 -2.37
C 2.52 1.02 -1.33
H 8.58 -0.83 -0.04
H 7.47 -0.79 2.17
H 5.08 -0.24 2.34
H 4.90 0.24 -1.93
H 7.28 -0.32 -2.08
H 3.76 2.45 2.88
H 4.06 4.90 2.94
H 3.68 6.25 0.91
H 3.01 5.17 -1.19
H 2.50 3.98 -3.01
H 1.89 2.46 -4.85
H 1.68 0.03 -4.45
H 2.08 -0.89 -2.21
N 0.10 -0.64 5.82
C -0.72 -0.75 4.63
C -0.03 -0.04 3.48
O 0.95 0.74 3.81
O -0.39 -0.18 2.32
H -0.44 -0.42 6.65
H 1.06 0.60 4.78
H 0.63 -1.48 6.01
H -1.67 -0.24 4.77
H -0.95 -1.77 4.32